The following is a quantum chemistry calculation of a molecular structure, C9H29AsN5O2PdSi2Te, from the OMol25 dataset.

**ΔE to the lowest compared entry with this formula, charge and spin**: 19.9 kcal/mol
**E**: -108708.243 eV
**LUMO (alpha / beta)**: -4.29 / -4.28 eV
**M**: 604.48 u

The geometry in ORCA input format:
```
! RIJCOSX wB97M-V def2-TZVPD def2/J DEFGRID3
* xyz 1 1
Te -3.31 -1.34 0.39
Pd -0.97 -0.25 0.77
As 0.19 -1.02 -1.14
Si 1.54 -1.74 0.71
Si 1.56 0.59 -2.25
O -1.62 4.15 -0.11
O -1.69 2.29 -1.16
N -1.54 4.05 2.48
N -1.27 1.91 3.23
N -1.59 2.92 -0.14
N -1.40 2.16 1.00
N -1.41 0.52 3.05
C 2.10 -0.39 1.87
C 2.98 -2.64 -0.03
C -2.86 -3.25 -0.39
C 0.56 -2.99 1.69
C 2.70 1.51 -1.12
C -3.82 -0.52 -1.50
C -1.41 2.77 2.18
C 2.51 -0.55 -3.34
C 0.56 1.78 -3.25
H -0.69 0.04 3.58
H -2.06 -3.12 -1.12
H -2.32 0.22 3.37
H 2.55 -0.85 2.76
H 3.41 0.83 -0.63
H 0.41 2.72 -2.72
H -1.52 4.37 3.43
H -0.23 -2.53 2.28
H 1.26 0.24 2.21
H 3.08 -1.29 -2.78
H -4.22 0.48 -1.35
H 2.65 -3.34 -0.81
H -2.53 -3.88 0.43
H 3.22 0.04 -3.93
H 0.10 -3.73 1.04
H -3.75 -3.66 -0.85
H -4.57 -1.16 -1.94
H -0.41 1.38 -3.53
H -2.92 -0.48 -2.10
H -1.37 2.27 4.16
H 3.71 -1.95 -0.47
H 1.24 -3.51 2.38
H 2.14 2.04 -0.34
H 2.83 0.27 1.41
H 1.12 1.99 -4.17
H 3.27 2.24 -1.69
H -1.55 4.71 1.71
H 3.48 -3.22 0.75
H 1.85 -1.08 -4.04
*
```